Run w
This record from the Open Molecules 2025 dataset describes one molecule with the formula CH3O4P. The level of theory is ωB97M-V with the def2-TZVPD basis set.

```
! RIJCOSX wB97M-V def2-TZVPD def2/J DEFGRID3
* xyz 0 1
O -1.36649 -1.35391 0.26791
P -0.70998 -0.26785 -0.39727
O -1.20072 1.21919 0.17833
C 1.00304 -0.29217 0.40740
O 2.13679 -0.49726 -0.29773
O 1.81421 0.78973 0.14557
H -0.48011 -0.24704 -1.85738
H -2.18955 1.21881 0.12661
H 0.99281 -0.56950 1.42657
*
```

## Properties
frontier orbital gap = 11.14 eV
HOMO level = -10.7 eV
M = 110.005 g mol⁻¹
SMILES string = O=[P@@H](O)C1OO1

Mulliken population analysis, charges in e, atoms 1 to 5: -0.586 0.616 -0.502 0.103 -0.254

***

Run x
This record from the Open Molecules 2025 dataset describes one molecule with the formula CH3O4P. The level of theory is ωB97M-V with the def2-TZVPD basis set.

```
! RIJCOSX wB97M-V def2-TZVPD def2/J DEFGRID3
* xyz 0 1
O 1.17729 1.49796 1.83443
C 0.78153 0.93010 0.84206
O -0.57962 1.15229 0.36768
P -1.25218 -0.10553 -0.56423
O -0.19011 -0.03360 -1.86206
O -0.51974 -1.34900 0.28523
H 1.28535 0.27246 0.12613
H -0.11252 -0.98341 -2.22675
H -0.59001 -1.38126 1.19752
*
```

## Properties
frontier orbital gap = 10.57 eV
HOMO level = -10.1 eV
M = 110.005 g mol⁻¹
SMILES string = O=COP(O)O

Mulliken population analysis, charges in e, atoms 1 to 5: -0.436 0.248 -0.311 0.437 -0.463

***

Relative to the most stable structure, the computed energies are run w 4.392; run x 0.000, all in eV.

***

Run w
This record from the Open Molecules 2025 dataset describes one molecule with the formula C6H8N2S. The level of theory is ωB97M-V with the def2-TZVPD basis set.

```
! RIJCOSX wB97M-V def2-TZVPD def2/J DEFGRID3
* xyz 0 1
C -2.72967 -0.81465 0.25631
C -1.26133 -0.32889 0.25304
C -0.99094 1.03580 0.35803
N 0.31702 1.52228 0.05481
C 1.36820 0.67959 -0.00963
C 2.67911 1.29050 -0.45667
C 1.10296 -0.81737 0.04907
S 2.26551 -1.98710 0.16835
N -0.25493 -1.24778 0.13595
H -3.48031 -0.04747 0.28234
H -2.92000 -1.59616 0.94188
H -2.90583 -1.40858 -0.67758
H -1.90037 1.64593 0.49552
H 3.44176 0.42650 -0.36358
H 2.97420 2.17650 0.07949
H 2.78846 1.69821 -1.48218
H -0.49383 -2.22731 -0.08515
*
```

## Properties
frontier orbital gap = 7.68 eV
HOMO level = -8.0 eV
M = 140.211 g mol⁻¹
SMILES string = Cc1cnc(C)c(=S)[nH]1

Mulliken population analysis, charges in e, atoms 1 to 5: -1.406 0.795 -0.440 -0.545 0.585

***

Run x
This record from the Open Molecules 2025 dataset describes a 2-piece molecular cluster, C6H8N2S overall. The level of theory is ωB97M-V with the def2-TZVPD basis set.

```
! RIJCOSX wB97M-V def2-TZVPD def2/J DEFGRID3
* xyz 0 1
C -2.76262 0.04948 -0.96971
C -1.53292 -0.53516 -1.00836
C -2.12619 -0.09586 1.04952
C 1.38511 1.60262 0.10558
C 1.90683 0.44364 0.34555
C 0.02605 -1.20128 0.79219
N -3.11546 0.31645 0.31703
N -1.11968 -0.63783 0.29839
S 0.72230 -2.62948 0.03325
H -3.41804 0.29254 -1.78137
H -0.93735 -0.88066 -1.82930
H -2.07974 -0.05448 2.11908
H 1.95575 2.50379 -0.11063
H 0.31060 1.76106 0.10598
H 2.85313 -0.03611 0.42079
H 0.11193 -1.23964 1.86720
H 0.77951 -2.14258 -1.21187
*
```

## Properties
frontier orbital gap (alpha / beta) = 8.06 / 7.85 eV
HOMO level (alpha / beta) = -8.2 / -7.7 eV
M = 140.211 g mol⁻¹

Mulliken population analysis, charges in e, atoms 1 to 5: -0.535 -0.157 -0.003 -0.449 -0.258

***

Relative to the most stable structure, the computed energies are run w 0.000; run x 3.285, all in eV.

***

Run w
This record from the Open Molecules 2025 dataset describes C4H7FOS as an isolated structure. The level of theory is ωB97M-V with the def2-TZVPD basis set.

```
! RIJCOSX wB97M-V def2-TZVPD def2/J DEFGRID3
* xyz 0 1
C -0.44863 -0.01740 -0.59870
C -0.50389 1.49198 -0.38798
C 0.27512 -0.58079 0.67920
C 1.56647 0.15288 0.75581
O 0.52097 -1.95474 0.61957
F 1.86042 0.42602 2.07989
S 1.24944 2.12227 -0.39495
H -1.38193 -0.51667 -0.76590
H 0.03531 -0.23720 -1.46772
H -0.95205 2.03142 -1.14344
H -0.82822 1.69435 0.62566
H -0.46344 -0.43708 1.63060
H 2.43363 -0.20575 0.14662
H 0.71339 -2.33462 1.52932
*
```

## Properties
frontier orbital gap = 8.93 eV
HOMO level = -8.8 eV
M = 122.164 g mol⁻¹

Mulliken population analysis, charges in e, atoms 1 to 5: -0.817 -0.649 0.235 -0.216 -0.548

***

Run x
This record from the Open Molecules 2025 dataset describes one molecule with the formula C4H7FOS. The level of theory is ωB97M-V with the def2-TZVPD basis set.

```
! RIJCOSX wB97M-V def2-TZVPD def2/J DEFGRID3
* xyz 0 1
C 1.22032 -1.44060 -1.96381
O 0.32691 -0.54200 -1.34003
C 0.84279 -0.05286 -0.16756
C 0.15286 -0.52946 1.10674
F 0.89082 -0.56650 2.26574
C -0.12319 0.88412 0.57688
S -1.72556 1.27264 -0.10429
H 2.22956 -1.04763 -2.02347
H 1.18986 -2.33916 -1.36796
H 0.85418 -1.60187 -2.96965
H 1.91671 0.13044 -0.11510
H -0.54847 -1.35517 1.12966
H 0.35207 1.68399 1.16754
H -1.57441 0.43439 -1.13740
*
```

## Properties
frontier orbital gap = 9.66 eV
HOMO level = -8.8 eV
M = 122.164 g mol⁻¹
SMILES string = CO[C@@H]1[C@@H](F)[C@@H]1S

Mulliken population analysis, charges in e, atoms 1 to 5: -0.781 -0.336 -0.180 0.080 -0.316

***

Relative to the most stable structure, the computed energies are run w 0.122; run x 0.000, all in eV.

***

Run w
This record from the Open Molecules 2025 dataset describes a 2-piece molecular cluster, C9H18O5S overall. The level of theory is ωB97M-V with the def2-TZVPD basis set.

```
! RIJCOSX wB97M-V def2-TZVPD def2/J DEFGRID3
* xyz 0 1
C 2.51502 2.15223 1.90827
C 1.78072 0.83863 1.65156
C 0.56147 0.95507 0.73528
C -0.54718 1.80213 1.31234
C -1.70174 1.06745 1.96308
O -2.69509 2.10195 2.12710
S -2.54337 3.18066 0.95506
O -2.20705 4.42328 1.55714
O -3.62753 3.08160 0.04605
O -1.26577 2.52640 0.27181
H 3.05147 2.47374 1.01423
H 1.84688 2.96323 2.20019
H 3.24489 2.03578 2.70972
H 2.47664 0.15067 1.16526
H 1.50399 0.35885 2.59525
H 0.86435 1.38869 -0.22078
H 0.17660 -0.03714 0.49292
H -0.17654 2.55018 2.01837
H -2.11145 0.31515 1.28573
H -1.48109 0.63493 2.93490
C -0.61022 -3.07597 -2.98024
C 0.66625 -3.54575 -2.28545
C 1.17946 -2.24515 -1.68210
O 0.02129 -1.46608 -1.37264
C -1.13297 -2.04169 -1.99254
H -1.32581 -3.87535 -3.16603
H -0.36943 -2.60242 -3.93390
H 0.42767 -4.26310 -1.49768
H 1.38631 -4.00562 -2.96057
H 1.80076 -1.69569 -2.39712
H 1.75502 -2.39252 -0.76670
H -1.75673 -2.51013 -1.22369
H -1.70681 -1.24400 -2.46481
*
```

## Properties
frontier orbital gap = 10.57 eV
HOMO level = -9.9 eV
M = 238.305 g mol⁻¹
SMILES string = CCC[C@@H]1COS(=O)(=O)O1.C1CCOC1

Mulliken population analysis, charges in e, atoms 1 to 5: -1.164 -0.493 -0.317 0.442 -0.384

***

Run x
This record from the Open Molecules 2025 dataset describes a 2-piece molecular cluster, C9H18O5S overall. The level of theory is ωB97M-V with the def2-TZVPD basis set.

```
! RIJCOSX wB97M-V def2-TZVPD def2/J DEFGRID3
* xyz 0 1
C 0.78524 2.40824 -0.01586
C 3.19910 0.01026 -0.53324
C 2.93708 0.20893 1.92063
C -3.63311 -0.31967 0.18297
C 2.39221 -0.34292 0.67939
C -2.33567 -1.02353 -0.27178
C -1.34924 0.03047 -0.98202
C 0.10996 -0.40020 -0.82416
C 0.92784 -0.19303 0.54312
O -3.47015 0.68209 1.17718
O -2.66760 -2.04361 -1.21329
O -1.62277 0.07377 -2.32564
O 0.32932 -1.80619 -1.13132
O 0.21242 -0.16079 1.54144
S -0.32774 2.87203 1.15423
H 0.69079 3.08817 -0.87201
H 4.31949 -0.01414 -0.32735
H 3.15393 -0.76492 -1.24739
H 2.86259 0.88379 -0.99010
H 3.24635 1.23567 1.61614
H 3.87187 -0.26704 2.13971
H 2.24106 0.41214 2.77915
H -4.13246 0.13802 -0.71504
H -4.44050 -1.00907 0.69014
H 2.46027 -1.55595 0.61464
H -1.82510 -1.38930 0.69769
H -1.48750 0.92304 -0.38024
H 0.64964 0.16075 -1.56422
H -2.81295 0.45788 1.85119
H -2.72214 -1.72421 -2.04842
H -0.88215 -0.10796 -2.81596
H -0.53441 -2.30762 -1.48127
H -0.14566 1.84490 2.15171
*
```

## Properties
frontier orbital gap = 8.56 eV
HOMO level = -9.3 eV
M = 238.305 g mol⁻¹

Mulliken population analysis, charges in e, atoms 1 to 5: -0.303 -1.707 -1.559 -0.683 1.406

***

Relative to the most stable structure, the computed energies are run w 0.000; run x 4.539, all in eV.

***

Run w
This record from the Open Molecules 2025 dataset describes one molecule with the formula C2H4ClN3. The level of theory is ωB97M-V with the def2-TZVPD basis set.

```
! RIJCOSX wB97M-V def2-TZVPD def2/J DEFGRID3
* xyz 0 1
C -1.40020 1.24389 0.06644
N -0.84369 0.25203 -0.49786
C 0.44367 -0.18090 -0.30346
N 0.45597 -1.52068 -0.14048
N 1.39156 0.68980 -0.44587
Cl 2.89962 0.09543 0.05933
H -2.46554 1.20025 -0.25630
H -1.05674 1.89476 0.91845
H -0.50941 -1.85322 -0.01226
H 1.08477 -1.82136 0.61201
*
```

## Properties
frontier orbital gap = 9.54 eV
HOMO level = -9.1 eV
M = 105.528 g mol⁻¹
SMILES string = C=N/C(N)=N/Cl

Mulliken population analysis, charges in e, atoms 1 to 5: -0.186 -0.452 0.638 -0.484 -0.420

***

Run x
This record from the Open Molecules 2025 dataset describes one molecule with the formula C2H4ClN3. The level of theory is ωB97M-V with the def2-TZVPD basis set.

```
! RIJCOSX wB97M-V def2-TZVPD def2/J DEFGRID3
* xyz 0 1
C 1.36216 -1.36844 -0.09100
N 0.99663 -0.20954 0.29616
C -0.26179 0.28429 0.06921
N -0.34427 1.64409 -0.04704
N -1.12678 -0.70086 0.20341
Cl -2.77519 -0.27607 0.30873
H 2.29092 -1.75050 0.37184
H 0.59151 -1.88956 -0.64749
H 0.50517 2.26556 -0.05975
H -1.23836 2.00104 -0.40406
*
```

## Properties
frontier orbital gap = 9.56 eV
HOMO level = -9.0 eV
M = 105.528 g mol⁻¹
SMILES string = C=N/C(N)=N/Cl

Mulliken population analysis, charges in e, atoms 1 to 5: -0.334 -0.430 0.709 -0.407 -0.435

***

Relative to the most stable structure, the computed energies are run w 0.055; run x 0.000, all in eV.

***

Run w
This record from the Open Molecules 2025 dataset describes a 2-piece molecular cluster, CH5PS overall. The level of theory is ωB97M-V with the def2-TZVPD basis set.

```
! RIJCOSX wB97M-V def2-TZVPD def2/J DEFGRID3
* xyz 0 1
C 1.34340 -0.94511 -0.05040
P -1.74794 0.63132 -0.03299
S -3.30854 -0.58404 -0.04599
H 1.87636 -0.02990 -0.21103
H 1.08689 -1.24471 0.94297
H 1.14404 -1.59501 -0.87680
H -1.98222 1.50057 -1.10369
H -2.04277 1.55173 0.97551
*
```

## Properties
frontier orbital gap (alpha / beta) = 6.72 / 9.12 eV
HOMO level (alpha / beta) = -8.7 / -9.0 eV
M = 80.092 g mol⁻¹

Mulliken population analysis, charges in e, atoms 1 to 5: -0.986 0.043 -0.217 0.329 0.344

***

Run x
This record from the Open Molecules 2025 dataset describes one molecule with the formula CH5PS. The level of theory is ωB97M-V with the def2-TZVPD basis set.

```
! RIJCOSX wB97M-V def2-TZVPD def2/J DEFGRID3
* xyz 0 1
C 0.03516 0.49983 0.50782
P 0.50191 -1.20513 -0.18528
S 1.30609 -2.83376 0.62843
H -0.71159 0.61034 1.29354
H -0.32094 1.27834 -0.07887
H 0.94800 0.90522 1.00682
H 1.14328 -0.75603 -1.36852
H -0.66015 -1.49228 -0.92313
*
```

## Properties
frontier orbital gap = 9.66 eV
HOMO level = -8.9 eV
M = 80.092 g mol⁻¹
SMILES string = C[PH2]=S

Mulliken population analysis, charges in e, atoms 1 to 5: -0.993 0.172 -0.378 0.344 0.397

***

Relative to the most stable structure, the computed energies are run w 2.560; run x 0.000, all in eV.